No. 1
77
Properties=species:S:1:pos:R:3 method="wB97M-V/def2-TZVPD" charge=-1 e_tot_ev=-80929.0674 homo_ev=-4.43 relative_energy_kj_mol=0.0
Ir -0.608 -2.497 1.210
O 2.864 -3.270 -1.220
C 1.889 -3.083 -0.323
O 0.763 -3.484 -0.489
C 2.341 -2.288 0.878
O 1.469 -2.462 1.976
C 1.689 -3.636 2.792
C 0.695 -4.775 2.511
O 1.060 -5.903 2.814
O -0.450 -4.433 2.060
H 2.464 -3.715 -1.983
H 2.272 -1.236 0.584
H 3.367 -2.545 1.145
H 1.534 -3.308 3.820
H 2.712 -3.988 2.670
F -0.473 -1.168 3.653
C -1.451 -1.663 2.782
F -2.181 -2.539 3.569
H -2.114 -0.821 2.571
N -0.239 -0.721 0.364
P 0.001 0.613 -0.262
N 0.268 0.697 -1.946
C -0.918 0.671 -2.803
C -0.575 1.351 -4.131
C 0.867 1.019 -4.555
C 1.279 -0.322 -3.962
C 1.276 -0.253 -2.430
N 1.437 1.345 0.269
C 1.619 1.297 1.729
C 2.310 2.555 2.234
C 3.684 2.729 1.580
C 3.635 2.363 0.083
C 2.201 2.368 -0.431
N -1.190 1.767 -0.021
C -2.533 1.383 0.402
C -3.100 2.461 1.313
C -3.246 3.795 0.556
C -2.315 3.846 -0.662
C -0.983 3.167 -0.369
H -1.734 1.193 -2.308
H -1.264 -0.359 -2.959
H -0.684 2.433 -4.020
H -1.288 1.032 -4.897
H 1.548 1.794 -4.192
H 0.956 1.004 -5.644
H 2.269 -0.626 -4.308
H 0.578 -1.090 -4.301
H 2.260 0.070 -2.072
H 1.083 -1.251 -2.013
H 2.211 0.419 2.021
H 0.648 1.172 2.214
H 2.406 2.501 3.320
H 1.678 3.421 2.018
H 4.412 2.094 2.092
H 4.025 3.759 1.710
H 4.042 1.360 -0.075
H 4.244 3.052 -0.506
H 2.169 2.158 -1.498
H 1.780 3.377 -0.304
H -2.461 0.424 0.906
H -3.205 1.222 -0.453
H -2.416 2.578 2.159
H -4.060 2.139 1.719
H -3.023 4.631 1.225
H -4.278 3.929 0.223
H -2.141 4.878 -0.974
H -2.784 3.336 -1.509
H -0.478 3.707 0.447
H -0.331 3.235 -1.245
C -3.096 -4.965 1.328
O -4.151 -4.377 0.561
C -3.957 -3.239 -0.086
S -5.196 -2.708 -1.067
S -2.535 -2.240 -0.045
H -3.501 -5.903 1.699
H -2.811 -4.323 2.156
H -2.229 -5.154 0.703

No. 2
67
Properties=species:S:1:pos:R:3 method="wB97M-V/def2-TZVPD" e_tot_ev=-94433.3337 s_squared=8.769 homo_ev="-7.29 / -7.39" spin_multiplicity=6
Fe -0.412 -1.059 -0.805
C 1.819 -0.220 0.025
C 1.155 0.986 -0.324
C 0.063 1.143 0.611
C 0.073 -0.018 1.435
C 1.185 -0.831 1.129
C 1.755 -1.893 2.037
C 0.694 -2.925 2.430
C 2.924 -2.625 1.374
C 2.260 -1.161 3.294
C -0.776 2.351 1.028
C -1.929 2.683 0.068
C 0.141 3.568 1.232
C -1.428 2.095 2.399
C 1.812 1.864 -1.382
C 2.472 0.976 -2.453
C 0.881 2.806 -2.148
C 2.942 2.663 -0.710
H 2.726 -0.577 -0.422
H -0.569 -0.188 2.280
H 0.343 -3.443 1.540
H -0.153 -2.461 2.930
H 1.132 -3.656 3.108
H 2.611 -3.058 0.428
H 3.270 -3.428 2.024
H 3.757 -1.947 1.198
H 1.435 -0.680 3.814
H 2.977 -0.394 3.010
H 2.744 -1.857 3.975
H -1.588 2.944 -0.926
H -2.503 3.524 0.457
H -2.596 1.828 -0.016
H 0.506 3.967 0.295
H 0.992 3.274 1.844
H -0.392 4.366 1.750
H -2.159 1.290 2.349
H -1.943 2.997 2.733
H -0.673 1.853 3.143
H 1.800 0.180 -2.767
H 3.394 0.532 -2.091
H 2.720 1.574 -3.327
H 0.270 2.240 -2.848
H 1.474 3.515 -2.724
H 0.229 3.379 -1.502
H 3.549 1.995 -0.105
H 2.566 3.452 -0.070
H 3.579 3.111 -1.469
C -2.436 0.736 -2.739
O -2.450 -0.043 -1.554
C -3.579 -0.892 -1.497
C -3.513 -1.733 -0.227
O -2.318 -2.491 -0.260
C -2.370 -3.669 0.522
H -3.278 1.435 -2.750
H -2.478 0.097 -3.623
H -1.496 1.280 -2.735
H -3.584 -1.559 -2.371
H -4.499 -0.290 -1.497
H -4.389 -2.394 -0.195
H -3.524 -1.089 0.662
H -3.226 -4.290 0.238
H -2.430 -3.436 1.593
H -1.451 -4.211 0.314
S 0.876 -4.168 -4.153
C 0.488 -3.074 -2.953
S -0.083 -1.504 -3.332
S 0.611 -3.441 -1.298

No. 3
75
Properties=species:S:1:pos:R:3 method="wB97M-V/def2-TZVPD" charge=+1 e_tot_ev=-68307.5140 s_squared=0.809 homo_ev="-10.26 / -10.36" relative_energy_kj_mol=0.0 spin_multiplicity=2
Re -0.772 -0.079 0.878
O 0.919 -1.056 4.760
C 0.353 -0.572 3.682
O 0.189 -1.212 2.658
C -0.038 0.878 3.795
O -0.928 1.219 2.744
C -2.333 1.236 3.123
C -2.968 -0.123 2.841
O -3.893 -0.522 3.492
O -2.410 -0.749 1.826
H 1.158 -1.989 4.622
H 0.869 1.480 3.684
H -0.469 1.085 4.773
H -2.804 1.986 2.490
H -2.437 1.518 4.167
C -0.724 3.471 -2.222
Si -1.296 2.912 -0.530
C -2.944 3.639 -0.048
C 0.020 3.460 0.675
N -1.431 1.104 -0.513
C -2.037 0.485 -1.591
C -2.809 1.126 -2.580
C -3.329 0.397 -3.616
C -3.081 -0.985 -3.698
C -2.348 -1.628 -2.737
C -1.827 -0.907 -1.638
N -1.054 -1.405 -0.620
Si -0.900 -3.194 -0.476
C -2.616 -3.912 -0.356
C -0.065 -3.691 1.115
C 0.096 -3.884 -1.906
H 0.017 4.265 -2.101
H -1.532 3.871 -2.834
H -0.260 2.661 -2.789
H -2.984 4.687 -0.357
H -3.098 3.622 1.032
H -3.783 3.121 -0.514
H -0.023 4.553 0.700
H 1.019 3.198 0.322
H -0.109 3.104 1.695
H -3.013 2.185 -2.520
H -3.931 0.883 -4.371
H -3.484 -1.550 -4.528
H -2.181 -2.689 -2.825
H -3.129 -3.455 0.494
H -2.544 -4.985 -0.163
H -3.241 -3.772 -1.236
H 0.017 -4.781 1.067
H -0.685 -3.447 1.977
H 0.935 -3.298 1.276
H -0.457 -3.928 -2.844
H 0.405 -4.903 -1.664
H 1.004 -3.306 -2.096
C 3.873 -0.559 -1.685
N 3.893 -1.197 -0.369
C 4.646 -0.351 0.553
N 4.123 1.012 0.650
C 4.088 1.596 -0.693
N 3.333 0.800 -1.662
C 1.909 0.807 -1.367
P 1.563 0.090 0.299
C 2.548 -1.467 0.125
C 2.810 1.039 1.288
H 3.286 -1.168 -2.374
H 4.899 -0.512 -2.053
H 5.675 -0.293 0.197
H 4.649 -0.808 1.544
H 5.115 1.679 -1.049
H 3.660 2.599 -0.640
H 1.359 0.219 -2.108
H 1.523 1.828 -1.410
H 2.028 -2.141 -0.557
H 2.610 -1.963 1.096
H 2.893 0.595 2.286
H 2.485 2.074 1.416

No. 4
78
Properties=species:S:1:pos:R:3 method="wB97M-V/def2-TZVPD" charge=+1 e_tot_ev=-92367.1343 s_squared=6.027 homo_ev="-10.32 / -11.77" spin_multiplicity=5
Cr -1.211 0.021 0.344
C -2.273 3.451 2.610
C -1.416 2.797 1.728
N -1.919 1.612 1.402
N -3.093 1.474 2.056
C -3.323 2.571 2.786
B -3.895 0.161 1.962
N -2.980 -0.971 2.492
C -3.140 -1.828 3.505
C -1.978 -2.563 3.651
C -1.132 -2.071 2.662
N -1.748 -1.120 1.964
N -4.171 -0.106 0.481
C -5.315 -0.145 -0.214
C -5.009 -0.248 -1.557
C -3.616 -0.257 -1.601
N -3.126 -0.174 -0.368
H -2.148 4.426 3.044
H -0.473 3.107 1.312
H -4.217 2.648 3.382
H -4.901 0.225 2.596
H -4.063 -1.847 4.058
H -1.775 -3.330 4.375
H -0.113 -2.332 2.425
H -6.261 -0.094 0.298
H -5.694 -0.308 -2.382
H -2.942 -0.321 -2.439
C 0.913 -3.475 -0.396
C -0.511 -3.037 -0.655
C -1.149 -3.749 -1.832
O -0.603 -1.593 -0.829
P 0.126 -0.603 -1.997
O -0.612 0.641 -1.399
C 2.398 -0.172 -0.767
P 1.792 0.864 0.502
O 0.584 0.189 1.124
O 2.877 1.181 1.601
C 3.521 0.110 2.372
C 2.728 -0.124 3.638
C 4.940 0.563 2.622
O 1.385 2.270 -0.020
C 2.171 3.393 -0.534
C 2.564 4.277 0.628
C 3.347 2.935 -1.364
O -0.735 -1.049 -3.282
C -0.189 -0.932 -4.631
C 0.996 -1.855 -4.818
C 0.119 0.517 -4.941
H 0.921 -4.549 -0.209
H 1.332 -2.977 0.478
H 1.554 -3.288 -1.259
H -1.115 -3.214 0.236
H -0.532 -3.680 -2.726
H -2.128 -3.329 -2.053
H -1.271 -4.803 -1.584
H 3.080 0.194 -1.519
H 2.512 -1.216 -0.517
H 3.520 -0.787 1.745
H 2.735 0.769 4.263
H 3.183 -0.938 4.204
H 1.695 -0.387 3.416
H 4.946 1.496 3.185
H 5.478 0.713 1.687
H 5.470 -0.190 3.206
H 1.451 3.901 -1.177
H 3.258 3.762 1.291
H 1.688 4.576 1.202
H 3.047 5.180 0.255
H 4.070 2.370 -0.772
H 3.860 3.816 -1.752
H 3.024 2.337 -2.216
H -1.017 -1.273 -5.254
H 1.851 -1.543 -4.216
H 1.304 -1.838 -5.865
H 0.740 -2.882 -4.563
H 0.941 0.886 -4.323
H -0.752 1.146 -4.770
H 0.423 0.619 -5.984

No. 5
74
Properties=species:S:1:pos:R:3 method="wB97M-V/def2-TZVPD" charge=+1 e_tot_ev=-56580.7210 s_squared=2.010 homo_ev="-10.86 / -11.42" spin_multiplicity=3
O 1.485 4.122 0.460
S 0.397 3.235 1.173
O -0.020 3.877 2.532
N 0.970 1.560 1.362
C 2.042 1.235 0.340
C 2.289 -0.350 0.758
N 1.367 -0.701 1.930
C 0.508 0.499 2.336
C -1.134 3.085 0.041
F -0.743 3.623 -1.282
F -2.342 3.701 0.636
F -1.458 1.629 -0.166
H 2.523 1.892 -0.502
H 3.056 -1.048 0.180
H 1.342 -1.660 2.339
H -0.325 0.596 3.159
C -2.839 -6.355 4.829
C -1.591 -5.639 4.244
C -0.343 -6.072 5.060
C -0.343 -5.494 6.473
C -0.509 -3.975 6.458
C -1.663 -3.446 5.560
N -1.767 -4.147 4.237
O -0.771 -3.609 3.400
C -3.029 -3.559 6.287
C -1.464 -1.897 5.422
C -1.505 -6.225 2.798
H -2.843 -7.420 4.560
H -2.885 -6.347 5.919
H -3.767 -5.923 4.441
H 0.575 -5.759 4.547
H -0.293 -7.166 5.124
H -1.133 -5.947 7.080
H 0.601 -5.750 6.969
H -0.648 -3.628 7.488
H 0.443 -3.545 6.121
H -3.849 -3.260 5.627
H -3.066 -2.899 7.163
H -3.246 -4.555 6.668
H -0.465 -1.634 5.054
H -1.570 -1.398 6.393
H -2.206 -1.457 4.745
H -2.434 -6.033 2.247
H -1.354 -7.310 2.823
H -0.675 -5.818 2.209
C 0.168 5.248 -6.911
C 1.255 4.142 -6.980
C 0.553 2.758 -7.030
C -0.112 2.395 -5.704
C 0.873 2.486 -4.539
C 1.712 3.794 -4.486
N 2.215 4.242 -5.827
O 3.335 3.449 -6.141
C 0.898 4.952 -3.852
C 2.862 3.559 -3.445
C 1.953 4.430 -8.348
H -0.334 5.367 -7.880
H -0.640 5.034 -6.209
H 0.601 6.220 -6.653
H 1.275 1.974 -7.293
H -0.206 2.747 -7.822
H -0.975 3.039 -5.512
H -0.507 1.373 -5.765
H 0.318 2.361 -3.602
H 1.545 1.622 -4.610
H 1.461 5.890 -3.886
H 0.678 4.748 -2.796
H -0.070 5.120 -4.320
H 3.454 2.665 -3.671
H 2.455 3.407 -2.438
H 3.541 4.419 -3.399
H 2.348 5.453 -8.373
H 1.243 4.330 -9.177
H 2.778 3.745 -8.572

No. 6
72
Properties=species:S:1:pos:R:3 method="wB97M-V/def2-TZVPD" charge=+2 e_tot_ev=-89942.5956 homo_ev=-12.76 relative_energy_kj_mol=150.3
Hf -0.134 0.438 -0.105
C 1.941 1.538 2.044
C 2.096 2.818 1.220
N 1.175 2.806 0.063
C 1.799 3.347 -1.162
C 2.818 2.383 -1.758
S 2.129 0.689 -1.940
C 3.240 -0.314 -0.887
C 3.312 0.103 0.582
N 1.981 0.343 1.176
H 0.973 1.540 2.564
H 2.733 1.517 2.802
H 3.121 2.909 0.858
H 1.923 3.676 1.873
H 0.404 3.437 0.288
H 2.300 4.307 -0.971
H 1.003 3.530 -1.890
H 3.713 2.300 -1.149
H 3.105 2.722 -2.752
H 4.233 -0.274 -1.331
H 2.853 -1.331 -0.990
H 3.925 1.000 0.695
H 3.840 -0.700 1.111
H 1.780 -0.440 1.805
C -3.255 -1.910 2.496
C -2.566 -1.107 1.433
S -1.111 -0.284 2.035
C -3.063 -1.012 0.191
C -4.370 -1.655 -0.176
S -2.330 -0.139 -1.160
H -2.584 -2.074 3.338
H -3.578 -2.874 2.104
H -4.139 -1.387 2.862
H -4.312 -2.743 -0.126
H -4.648 -1.372 -1.188
H -5.156 -1.327 0.507
C 3.070 -4.002 1.310
Sb 1.213 -2.922 1.573
C 0.228 -4.492 2.665
C 1.935 -2.008 3.419
H 3.380 -4.405 2.266
H 3.849 -3.350 0.927
H 2.939 -4.822 0.615
H 0.956 -4.942 3.333
H -0.170 -5.257 2.007
H -0.581 -4.060 3.245
H 2.065 -2.807 4.141
H 1.207 -1.308 3.823
H 2.900 -1.520 3.294
C -1.018 -3.316 -1.384
S 0.287 -2.109 -1.737
C -0.237 -1.672 -3.423
H -1.987 -2.852 -1.540
H -0.913 -3.647 -0.354
H -0.881 -4.158 -2.059
H -0.334 -2.593 -3.990
H 0.538 -1.049 -3.859
H -1.187 -1.145 -3.381
S -3.550 4.110 0.349
C -2.409 2.966 0.905
N -1.600 2.451 0.016
C -1.881 2.956 -1.240
C -1.262 2.568 -2.433
C -1.664 3.173 -3.605
C -2.671 4.143 -3.608
C -3.317 4.514 -2.447
C -2.914 3.912 -1.261
H -2.369 2.691 1.946
H -0.507 1.776 -2.433
H -1.200 2.887 -4.537
H -2.955 4.591 -4.547
H -4.113 5.241 -2.457